Entry 1:
{"formula": "C4H9NO", "method": "ωB97M-V/def2-TZVPD", "species": ["H", "N", "C", "C", "H", "H", "H", "H", "C", "C", "O", "H", "H", "H", "H"], "xyz": [[-0.55, 1.87, -0.55], [-0.30, 0.89, -0.40], [-1.32, 0.23, 0.01], [-2.70, 0.77, 0.25], [-1.16, -0.83, 0.20], [-3.43, 0.21, -0.34], [-2.77, 1.83, 0.00], [-2.97, 0.63, 1.31], [2.66, -0.41, 0.05], [1.54, -1.25, -0.48], [0.88, -2.01, 0.18], [2.50, 0.63, -0.25], [3.61, -0.74, -0.38], [2.70, -0.48, 1.14], [1.36, -1.15, -1.57]], "lowdin_charge": [0.055, 0.093, -0.283, -0.081, 0.090, 0.076, 0.071, 0.077, -0.071, -0.363, 0.002, 0.066, 0.078, 0.080, 0.112], "energy_ev": -7830.675, "mol_weight_g_mol": 87.12, "lumo_energy_ha": 0.0405, "smiles": "[H]/N=C\\C.CC=O", "gap_ev": 10.574, "relative_energy_kj_mol": 158.7, "charge": 0}



Entry 2:
{"formula": "C4H6NOP", "method": "ωB97M-V/def2-TZVPD", "species": ["C", "C", "C", "C", "N", "O", "P", "H", "H", "H", "H", "H", "H"], "xyz": [[-0.26, 0.90, -0.54], [-0.25, -0.57, -0.79], [-1.29, 1.42, 0.07], [0.79, -1.22, 0.00], [1.84, -0.61, 0.69], [-2.17, 0.63, 0.68], [-2.17, -0.95, 0.00], [0.41, 1.68, -0.88], [-0.47, -1.01, -1.68], [-1.30, 2.53, 0.26], [0.97, -2.24, -0.14], [1.99, 0.39, 0.69], [1.91, -0.95, 1.64]], "lowdin_charge": [-0.174, -0.393, -0.293, -0.224, 0.030, -0.434, 0.986, 0.103, 0.038, 0.138, 0.070, 0.075, 0.077], "s_squared": 2.02, "multiplicity": 3, "energy_ev": -17067.656, "mol_weight_g_mol": 115.07, "lumo_energy_ha": [0.0369, -0.0247], "gap_ev": [7.274, 8.524], "relative_energy_kj_mol": 0.0, "charge": 0}



Entry 3:
{"formula": "C13H12FNO4S", "method": "ωB97M-V/def2-TZVPD", "species": ["C", "C", "C", "C", "C", "F", "C", "O", "C", "N", "C", "S", "C", "C", "O", "C", "C", "O", "C", "O", "H", "H", "H", "H", "H", "H", "H", "H", "H", "H", "H", "H"], "xyz": [[-2.56, -0.10, -1.84], [-2.82, -0.79, -0.49], [-2.65, 0.12, 0.73], [-1.36, 0.89, 0.74], [-1.18, 2.11, 0.25], [-2.17, 2.81, -0.31], [0.14, 2.80, 0.33], [0.25, 3.99, 0.40], [1.32, 1.88, 0.32], [2.55, 2.36, -0.22], [3.32, 2.84, 0.61], [4.37, 3.23, 1.68], [1.18, 0.65, 0.82], [2.28, -0.39, 0.86], [2.46, -1.01, -0.42], [1.48, -1.91, -0.72], [1.92, -3.34, -0.77], [0.36, -1.57, -0.97], [-0.16, 0.28, 1.38], [-0.24, -0.48, 2.32], [-2.90, 0.93, -1.77], [-1.51, -0.13, -2.11], [-3.16, -0.58, -2.62], [-3.87, -1.11, -0.49], [-2.24, -1.70, -0.39], [-2.64, -0.51, 1.62], [-3.50, 0.80, 0.78], [3.22, 0.11, 1.08], [2.11, -1.11, 1.65], [2.39, -3.66, 0.16], [1.04, -3.95, -0.95], [2.59, -3.47, -1.62]], "lowdin_charge": [-0.093, -0.229, -0.123, -0.071, -0.149, 0.118, -0.245, 0.166, -0.127, 0.137, -0.753, 0.790, -0.050, -0.086, 0.005, -0.500, 0.032, 0.140, -0.285, 0.140, 0.068, 0.062, 0.071, 0.104, 0.097, 0.117, 0.124, 0.125, 0.138, 0.092, 0.088, 0.096], "energy_ev": -36906.688, "mol_weight_g_mol": 297.31, "lumo_energy_ha": -0.0421, "smiles": "CCCC1=C(F)C(=O)C(N=C=S)=C(COC(C)=O)C1=O", "gap_ev": 8.783, "charge": 0}



Entry 4:
{"formula": "C30H40AgAs3N2O3S5", "method": "ωB97M-V/def2-TZVPD", "species": ["Ag", "C", "As", "C", "C", "C", "C", "C", "As", "C", "C", "C", "As", "C", "C", "H", "H", "H", "H", "H", "H", "H", "H", "H", "H", "H", "H", "H", "H", "H", "H", "H", "H", "H", "H", "H", "H", "H", "H", "H", "H", "H", "C", "C", "C", "C", "C", "C", "C", "S", "O", "O", "N", "C", "C", "C", "C", "C", "C", "C", "C", "N", "C", "H", "H", "H", "H", "H", "H", "H", "H", "H", "H", "H", "H", "H", "O", "C", "S", "C", "C", "S", "S", "S"], "xyz": [[-3.81, 2.29, 0.82], [1.85, 1.60, -2.25], [2.30, 0.22, -0.84], [4.20, 0.86, -0.45], [2.74, -1.25, -2.23], [2.30, -2.69, -1.92], [2.49, -3.02, -0.42], [0.84, -3.00, -2.23], [-0.57, -1.65, -1.70], [-1.04, -2.36, 0.16], [-2.09, -2.60, -2.60], [3.12, -3.73, -2.80], [3.63, -3.48, -4.80], [2.70, -4.97, -5.61], [2.43, -2.10, -5.58], [2.54, 1.58, -3.08], [2.07, 2.54, -1.75], [0.76, 1.50, -2.46], [4.71, -0.04, -0.04], [4.15, 1.58, 0.38], [4.67, 1.23, -1.34], [3.83, -1.15, -2.43], [2.25, -0.89, -3.13], [1.78, -2.50, 0.22], [3.52, -2.80, -0.12], [2.34, -4.08, -0.25], [0.54, -3.96, -1.85], [0.63, -3.17, -3.36], [-1.45, -3.33, 0.08], [-1.84, -1.70, 0.44], [-0.15, -2.36, 0.75], [-2.35, -3.50, -2.10], [-1.75, -2.88, -3.63], [-2.91, -1.85, -2.60], [2.59, -4.68, -2.71], [4.14, -3.80, -2.42], [3.43, -5.75, -5.61], [2.59, -4.63, -6.61], [1.76, -5.31, -5.26], [2.72, -1.12, -5.15], [1.35, -2.33, -5.42], [2.61, -2.04, -6.66], [3.02, -0.72, 5.14], [1.66, -0.69, 4.50], [1.46, 0.10, 3.38], [0.16, 0.47, 2.99], [-0.93, 0.02, 3.72], [-0.74, -0.93, 4.80], [0.56, -1.28, 5.15], [-2.56, 0.51, 3.36], [-3.24, 0.75, 4.64], [-3.08, -0.47, 2.42], [-2.43, 1.88, 2.49], [-1.84, 3.03, 2.91], [-1.51, 3.40, 4.21], [-0.52, 4.39, 4.34], [0.00, 5.05, 3.22], [-0.46, 4.79, 1.95], [0.01, 5.49, 0.81], [-0.43, 5.14, -0.45], [-1.52, 4.26, -0.51], [-1.98, 3.58, 0.56], [-1.38, 3.76, 1.74], [3.47, 0.27, 5.12], [3.79, -1.46, 4.69], [2.95, -1.04, 6.20], [2.30, 0.45, 2.83], [0.05, 1.09, 2.08], [-1.59, -1.41, 5.24], [0.72, -2.00, 5.96], [-2.05, 2.92, 5.04], [-0.20, 4.71, 5.33], [0.77, 5.80, 3.36], [0.59, 6.42, 0.92], [0.09, 5.61, -1.28], [-2.10, 4.18, -1.43], [-9.79, 1.25, -2.39], [-8.83, 1.40, -1.67], [-7.38, 0.31, -1.72], [-6.40, 1.18, -0.63], [-6.89, 2.36, -0.11], [-6.04, 3.49, 0.78], [-8.52, 2.81, -0.69], [-4.87, 0.42, -0.41]], "lowdin_charge": [0.407, -0.342, 1.107, -0.341, -0.371, -0.677, -0.095, -0.401, 1.137, -0.266, -0.329, -0.337, 1.106, -0.376, -0.363, 0.001, 0.000, 0.014, 0.007, 0.002, -0.004, 0.073, 0.020, 0.032, 0.081, 0.077, 0.057, 0.070, -0.002, 0.000, -0.018, -0.006, 0.014, 0.018, 0.059, 0.030, -0.012, -0.007, 0.012, -0.001, 0.027, 0.006, -0.081, -0.298, -0.044, -0.045, -0.268, -0.023, -0.060, 0.582, -0.340, -0.355, -0.217, -0.295, -0.035, -0.095, -0.105, -0.207, -0.032, -0.081, -0.120, 0.038, -0.194, 0.067, 0.094, 0.069, 0.085, 0.120, 0.103, 0.105, 0.104, 0.090, 0.092, 0.108, 0.088, 0.111, -0.145, -1.055, 0.844, -1.301, -1.268, 0.345, 0.865, 0.344], "energy_ev": -281572.092, "mol_weight_g_mol": 969.63, "lumo_energy_ha": 0.1316, "gap_ev": 3.559, "charge": -2}